1.
ORCA calculation (wB97M-V/def2-TZVPD) on a cluster of 11 separate species, C48H93N11O14P2 in total.

Summary:
E_HOMO = -7.938 eV
E = -4223.1193 Ha
multiplicity = 1
structure (SMILES) = CN(C)P(=O)(N(C)C)N(C)C.CN(C)P(=O)(N(C)C)N(C)C.CCOC(=O)OC.CCOC(=O)OC.CCOC(=O)OC.CCOC(=O)OC.c1cc[nH]c1.c1cc[nH]c1.c1cc[nH]c1.c1cc[nH]c1.c1cc[nH]c1
LUMO energy = 0.46 eV
total charge = 0
relative energy (zero: lowest compared OMol25 entry of this formula, charge and spin) = 310.0 kJ/mol

Element x y z (Å)
C 0.051 -0.484 0.965
C 1.406 0.880 -6.999
H 8.141 -0.085 -5.144
H 0.293 4.384 2.247
C 7.565 -1.813 -6.142
H 0.322 2.515 -0.140
H 2.267 -5.352 4.329
H 6.824 2.635 6.319
C 0.613 -4.021 3.848
C -3.667 1.224 -1.136
H 6.899 -6.449 -1.847
C -8.422 2.465 1.637
N -0.697 -0.396 -4.830
H 1.590 -0.687 -2.983
H 8.558 -2.205 -5.920
H -3.746 1.202 2.651
H 0.237 -0.193 5.488
H 1.968 1.271 -7.847
H -0.308 4.154 4.476
O -0.194 -2.807 -5.965
H -7.815 4.536 3.127
O 5.242 0.274 -3.733
H -5.640 -0.786 0.750
H -7.296 -0.564 1.351
C 0.760 -4.355 -0.277
C 4.523 -0.891 -1.435
C -0.242 0.809 -4.096
C 0.867 6.614 -0.231
C -2.680 0.096 6.940
O 1.805 -5.330 -0.233
H 4.687 0.048 -0.907
H -4.053 3.808 2.570
H -6.885 -1.654 3.358
C -4.314 0.277 2.549
H -5.729 1.421 -1.965
H 7.232 0.946 6.627
H -9.557 1.518 4.429
H -0.011 6.012 -0.463
H -0.983 -1.035 7.694
H -6.308 4.268 2.412
H -3.916 -0.318 1.726
C -0.931 -5.532 3.691
O 3.041 5.280 -2.602
C 5.855 -0.709 -3.341
H 1.040 -3.029 3.871
H 5.803 -5.292 0.215
H 1.995 0.953 -6.086
H 1.134 -0.639 -9.120
H 1.279 0.063 3.646
C 0.991 -0.597 -0.023
H -8.021 2.777 0.673
N -8.027 0.106 3.905
N -3.436 -0.854 -1.892
H -8.842 1.461 1.574
H -1.778 1.326 4.108
C 5.317 -5.684 -0.678
C 2.651 3.572 -4.405
H -6.439 0.669 0.380
C -2.397 3.949 4.009
H 2.219 4.418 -4.940
C 1.277 0.644 -0.503
H -2.826 3.880 4.998
H 3.767 3.290 -2.591
H -9.287 3.103 1.817
C -1.928 4.195 1.830
C -2.994 3.917 2.751
H 4.355 -1.647 -0.668
C 0.260 -6.217 4.069
C -0.750 4.242 2.485
H 0.318 -7.295 4.093
H 0.557 -2.101 -3.133
C -1.430 -0.416 6.930
O 5.044 0.457 2.676
O 3.226 0.680 4.122
H -2.117 4.220 0.767
H 0.558 -3.844 -1.219
C -0.802 -0.010 5.721
C 1.985 5.241 -1.765
H 1.538 -1.511 -0.202
H 7.547 -1.475 -7.178
H -1.944 -5.850 3.496
C -4.804 0.872 -1.867
C 4.519 0.752 3.771
H -1.947 -0.272 -0.551
H 0.177 -1.992 -8.478
H -6.434 3.793 4.093
C 6.704 1.228 4.641
H -1.370 -3.462 3.321
C 7.352 1.768 5.922
H 6.436 -0.070 -5.695
H 3.275 -1.052 -5.945
P -6.720 1.205 3.565
C -2.827 0.050 -1.089
O 5.578 -1.332 -2.233
H -5.088 -0.982 -3.195
C 0.333 -0.914 -8.433
H -0.377 -1.253 1.590
H 1.850 2.938 -4.025
H -2.407 -0.287 -6.011
O 1.841 6.514 -1.290
H -3.502 2.157 -0.619
C 1.567 -1.729 -3.303
H -0.054 -5.006 0.040
C 3.099 -4.916 -0.536
H -10.057 -0.137 4.374
H 0.632 7.671 -0.104
H -3.545 -0.056 7.568
C -9.212 0.503 4.629
C 3.572 4.129 -3.258
N -2.860 0.848 5.732
H -0.693 1.719 -4.491
N 0.789 -0.499 -7.035
H 6.823 -2.605 -6.049
H -7.577 -1.618 5.021
C 2.986 -1.845 -5.255
N -5.755 0.427 2.393
C -6.341 -0.068 1.176
H -2.416 -1.337 -4.419
H 2.556 -1.110 3.576
N 0.410 1.524 0.033
O 6.890 -1.257 -3.957
C -6.981 3.834 3.151
H 3.644 -0.819 -2.076
H -8.690 -1.723 3.707
H 8.406 1.983 5.743
H 3.030 -2.837 -5.703
N 1.720 -1.575 -4.737
N -0.714 -4.193 3.559
C 7.217 -0.659 -5.215
H 2.329 -2.371 -2.862
H 2.425 0.204 2.294
H -3.692 1.364 5.483
H -3.014 -1.713 -2.215
C -0.383 0.865 0.934
C 1.213 -5.218 4.141
H -8.976 0.514 5.693
O 3.341 -3.758 -0.815
O -5.882 1.477 4.799
H 1.326 6.522 0.754
H -1.059 1.430 1.559
H 7.012 1.947 3.882
C -4.576 -0.373 -2.464
C 6.049 -6.813 -1.271
H 5.531 -7.325 -2.082
N -7.418 2.534 2.722
C -2.125 -0.442 -4.969
H 3.264 3.016 -5.114
H -0.557 -0.391 -8.784
H 1.028 -3.663 0.521
H 3.777 -1.781 -4.508
H -2.533 0.401 -4.412
N -1.053 4.167 3.793
H 7.052 0.234 4.360
H -4.068 -0.268 3.460
C -7.715 -1.320 3.981
C -1.711 0.805 5.051
H 6.350 -7.533 -0.511
H 5.342 -4.972 -1.504
H 0.607 1.611 -6.872
H 4.535 4.368 -3.710
P 0.335 -1.438 -5.683
O 5.269 1.122 4.823
O 1.328 4.270 -1.458
H -0.610 0.780 -3.071
H 1.925 0.977 -1.300
H 0.844 0.889 -4.149
C 2.317 -0.073 3.342
O 3.950 -6.028 -0.560

***

2.
ORCA calculation (wB97M-V/def2-TZVPD) on a structure of composition C6H7NO.

Summary:
E_HOMO = -9.399 eV
E = -362.6236 Ha
multiplicity = 1
LUMO energy = 0.80 eV
total charge = 0
relative energy (zero: lowest compared OMol25 entry of this formula, charge and spin) = 498.6 kJ/mol

Element x y z (Å)
H -1.309 1.245 1.489
C -1.310 -1.041 0.068
C 0.119 -1.036 -0.512
C -0.565 1.072 -0.660
H -1.801 -1.693 0.901
H 1.372 1.157 -0.027
H -2.165 -0.649 -0.680
O 1.393 -0.430 1.667
N 0.775 1.253 -0.779
C -0.805 0.329 0.762
C 0.380 -0.376 0.878
H 0.448 -2.039 -0.770
H -1.335 1.765 -0.854
H 0.256 0.127 -2.464
C 0.175 0.179 -1.447

***

3.
ORCA calculation (wB97M-V/def2-TZVPD) on a cluster of 2 separate species, C4H12NOPS in total.

Summary:
E_HOMO = -8.591 eV
E = -1029.0370 Ha
multiplicity = 1
structure (SMILES) = C=C(C)PC.NSO
LUMO energy = 0.72 eV
total charge = 0
relative energy (zero: lowest compared OMol25 entry of this formula, charge and spin) = 334.3 kJ/mol

Element x y z (Å)
H 3.449 1.390 -0.861
H -0.039 1.193 2.397
H 2.376 -0.856 0.941
H -2.447 -2.432 -0.939
H -1.153 2.190 0.610
H -2.119 -1.891 0.876
N 3.524 0.471 -1.230
H -0.321 -0.926 -1.698
C -2.147 -1.700 -0.214
H -1.189 1.415 -0.933
H -2.669 -0.745 -0.542
H 0.440 -0.561 2.415
S 4.208 -0.564 -0.088
O 3.194 -0.471 1.260
P -0.277 -1.436 -0.397
C -0.197 0.092 0.559
H 0.386 1.991 -0.401
C -0.634 1.419 -0.093
H 2.817 0.201 -1.887
C 0.079 0.285 1.858

***

4.
ORCA calculation (wB97M-V/def2-TZVPD) on the ion C6H16N with charge +1.

Summary:
E_HOMO = -15.156 eV
E = -292.7225 Ha
multiplicity = 1
structure (SMILES) = CC(C)C[C@@H](C)[NH3+]
LUMO energy = -3.43 eV
total charge = +1
relative energy (zero: lowest compared OMol25 entry of this formula, charge and spin) = 4.5 kJ/mol

Element x y z (Å)
H 0.726 -2.815 -1.054
H 0.598 -0.697 -2.244
H 1.495 0.209 1.003
H 0.047 -2.150 0.394
H -2.089 -0.739 -0.838
C 0.218 0.672 -0.689
H 1.193 2.219 2.286
C 0.657 -1.890 -0.487
H 1.653 -1.677 -0.090
H -0.716 1.212 -0.836
C 0.050 -0.757 -1.299
H -1.343 0.809 1.584
C 0.810 2.208 1.258
C -1.411 -1.038 -1.642
N -0.523 0.199 1.625
H -0.252 0.138 2.609
H 1.521 2.747 0.635
H -0.803 -0.739 1.327
C 0.593 0.778 0.783
H -1.568 -2.116 -1.764
H 0.984 1.203 -1.250
H -1.733 -0.579 -2.578
H -0.108 2.802 1.271

***

5.
ORCA calculation (wB97M-V/def2-TZVPD) on a structure of composition C25H50O24S5Sb.

Summary:
E_HOMO = -3.846 eV
E = -5019.0010 Ha
multiplicity = 1
LUMO energy = 1.46 eV
total charge = -1
relative energy (zero: lowest compared OMol25 entry of this formula, charge and spin) = 436.0 kJ/mol

Element x y z (Å)
H 8.928 -0.925 -4.698
O 4.973 10.726 -0.822
C -1.752 -4.380 5.549
C 1.856 -1.065 2.756
O -6.530 -2.112 -6.885
H -7.271 -3.634 5.765
H 3.328 6.885 -1.108
H 3.988 -1.265 -2.203
H 10.603 -2.039 -3.314
H 10.095 -1.521 -5.908
C 5.668 -2.577 -1.250
H -7.214 -1.784 8.215
H -5.067 1.223 0.241
C -1.905 -3.449 6.742
O -0.578 -3.252 7.232
C -0.006 4.662 -1.721
O 3.266 8.929 -0.953
O -0.552 -3.965 4.897
H -4.033 0.058 -3.264
H -1.623 -5.417 5.872
O -5.078 -0.034 -1.438
C -7.394 -2.756 7.746
H -7.950 0.144 -6.154
O -6.157 -3.381 -4.781
H 6.204 -1.723 -1.808
H 1.222 -1.481 3.624
Sb 3.132 0.521 -0.109
H 6.422 -3.191 -0.614
H 2.356 3.399 -1.093
C 2.500 3.696 0.006
H -2.006 -1.961 0.617
H 5.048 6.643 0.603
O -6.626 -3.733 8.448
H -2.544 -3.869 7.518
C -7.902 -1.799 -7.122
H -7.078 -1.861 5.781
H -9.386 -0.859 -5.823
H -5.875 0.373 -3.329
C -4.905 0.602 -2.731
C -1.401 -0.346 -0.815
O -5.189 -1.076 -5.075
H 0.291 -1.231 0.351
C 10.069 -2.652 -4.042
C -3.740 -0.546 0.571
H 0.426 -1.489 -1.538
O 8.053 -5.020 -5.001
C 0.193 -0.737 -0.681
S 4.760 9.415 -1.361
H -3.527 1.370 -0.759
O 4.683 -2.024 -0.319
H -1.443 0.816 -0.842
S 7.857 -3.684 -4.516
H -4.351 -1.512 0.356
H 4.621 8.208 1.343
H 3.643 1.437 -1.518
O -4.834 -5.148 7.472
O -4.270 -2.981 8.624
H -8.022 -1.327 -8.098
H 0.016 3.692 -2.358
H -1.803 -0.798 -1.788
H -2.599 -4.316 4.864
H 5.139 -3.291 -1.977
O 4.975 9.099 -2.743
H -4.767 1.740 -2.680
S -6.223 -2.044 -5.291
O -5.453 -2.972 6.447
C 4.685 7.652 0.404
C 0.173 4.250 -0.176
C 9.398 -1.817 -5.123
H -8.457 -2.992 7.799
H -8.473 -2.731 -7.096
H 0.926 5.271 -2.021
O 9.008 -3.369 -3.414
H 4.795 0.529 0.505
H 3.406 4.425 0.039
C 2.875 2.473 0.985
H 2.507 7.496 0.352
H -1.675 -0.354 1.465
H 10.759 -3.382 -4.478
H 1.127 0.809 -2.021
H 0.548 1.505 -0.369
H 2.705 -2.124 -1.123
C -2.155 -0.810 0.523
O 0.746 -1.966 5.575
H -0.991 5.228 -1.883
C -8.307 -0.875 -5.982
S -5.132 -3.788 7.813
C 1.062 0.601 -0.878
H -4.001 -0.237 1.659
H 3.800 2.715 1.623
O 6.603 -3.218 -4.005
O 5.586 8.344 -0.463
O 1.365 4.437 0.587
O 1.483 -4.265 6.290
O -0.824 3.681 0.388
C 3.349 7.649 -0.324
C -6.863 -2.785 6.321
S 0.460 -3.310 5.984
C 3.606 -1.394 -1.115
C -4.300 0.612 -0.391
O -7.638 -1.389 -4.832
H -2.299 -2.475 6.434
H 1.968 2.321 1.697
O 8.369 -2.649 -5.658
C 2.542 -0.478 1.795

***

6.
ORCA calculation (wB97M-V/def2-TZVPD) on a structure of composition C29H38BN3O2PTa.

Summary:
E_HOMO = -14.277 eV
E = -1865.3876 Ha
multiplicity = 1
LUMO energy = -7.86 eV
total charge = +2

Element x y z (Å)
H 1.093 2.412 -3.377
H -3.212 -3.472 5.302
C 1.546 -1.975 -3.024
H -2.048 -0.988 -4.773
C -1.329 -3.913 2.512
H -2.637 2.832 -3.371
H -3.053 1.157 -3.016
H -2.997 4.191 -0.140
C 0.110 -3.805 0.456
H 4.228 -0.373 2.789
Ta -0.279 -0.075 0.290
C -2.357 -3.431 3.334
C -2.813 -1.670 1.724
C -2.295 -1.527 -3.867
H -4.427 -3.895 -2.761
H 0.860 -3.029 0.260
C 2.538 -0.233 1.517
N -1.093 1.716 0.441
C -1.637 -1.237 -2.672
C 1.098 -0.600 -3.518
H 1.721 -0.973 -5.525
H 2.453 -2.283 -3.542
B -2.432 3.991 0.900
C -2.031 -1.891 -1.504
C -1.007 -3.299 1.321
H 4.832 0.801 -1.320
H -0.259 -4.142 -0.516
H 1.745 -2.003 -1.949
H -0.957 1.315 -4.282
H -4.682 -0.646 1.643
C -3.085 -2.321 2.921
H 5.816 0.257 0.925
N 2.013 0.013 0.302
O 0.278 -0.554 2.031
H 0.563 0.342 -5.430
C 3.886 -0.162 1.785
C -0.920 1.564 -3.216
C -1.664 2.735 0.658
H -3.892 -1.955 3.543
H 0.618 -4.638 0.934
N -1.419 -1.494 -0.289
H 0.032 -1.347 -5.270
C -3.298 -2.488 -3.920
H -5.076 -2.782 -5.083
H 2.395 0.630 -1.633
C -3.036 -2.853 -1.531
P -0.322 -0.017 -2.464
H -3.718 -2.123 -5.997
H -3.316 0.432 1.770
C 2.845 0.388 -0.678
C 4.750 0.195 0.753
H -0.215 3.571 -3.550
H 0.178 2.953 -1.954
C -2.338 1.950 -2.803
H -3.343 -3.355 -0.624
H -1.644 4.823 1.242
C 0.816 -0.635 -5.021
H -3.177 3.642 1.782
H -2.410 2.215 -1.752
C -3.658 -0.497 1.306
H -3.733 -3.824 -5.535
C 4.211 0.490 -0.493
H -1.780 -4.492 5.104
H -3.684 -0.359 0.224
C 1.519 -0.523 2.593
H -0.772 -4.787 2.827
C -1.754 -2.165 0.946
H -3.319 -4.992 4.416
O 1.716 -0.669 3.749
H 0.774 -2.718 -3.235
C -3.994 -2.818 -5.205
H 1.897 0.142 -3.386
C -3.645 -3.147 -2.738
C 0.101 2.679 -3.010
C -2.682 -4.128 4.615

***

7.
ORCA calculation (wB97M-V/def2-TZVPD) on a structure of composition C5H9NO2.

Summary:
E_HOMO = -8.784 eV
E = -400.9939 Ha
multiplicity = 1
LUMO energy = 0.29 eV
total charge = 0
relative energy (zero: lowest compared OMol25 entry of this formula, charge and spin) = 480.1 kJ/mol

Element x y z (Å)
H 2.143 1.143 -0.234
C -0.842 0.740 0.909
O 1.530 0.810 0.432
C 0.254 1.011 0.063
H 0.997 -0.488 -2.315
O 0.084 -0.198 -2.192
H 0.123 1.857 -0.615
C -0.293 1.528 2.607
H -1.133 -0.193 1.378
N 0.184 2.470 3.085
H 1.134 -2.047 -0.476
H -0.377 -2.245 0.421
H -1.704 1.373 0.738
C -0.373 -0.567 -0.941
H -0.313 -2.677 -1.294
H -1.460 -0.549 -1.022
C 0.047 -1.968 -0.543

***

8.
ORCA calculation (wB97M-V/def2-TZVPD) on an isolated molecule of C7H9O2P.

Summary:
E_HOMO (alpha / beta) = -7.614 / -7.615 eV
E = -763.8079 Ha
multiplicity = 1
LUMO energy (alpha / beta) = -1.64 / -1.64 eV
total charge = 0
relative energy (zero: lowest compared OMol25 entry of this formula, charge and spin) = 430.9 kJ/mol

Element x y z (Å)
H -1.777 -1.474 -2.134
O 3.838 1.160 -0.141
C -0.945 0.728 0.218
H 3.660 -1.815 -0.188
C -0.775 -0.417 -0.630
P 2.664 0.409 -0.559
O 1.353 1.119 0.588
H -1.693 -2.247 -0.555
C -3.204 1.958 0.702
H -4.089 2.307 0.906
C -2.211 1.337 0.398
H 3.058 -1.040 1.319
H -0.068 2.224 1.528
H 1.821 -1.844 0.166
H 0.299 -0.536 -0.893
H -2.870 -0.730 -0.767
C 0.125 1.383 0.783
C 2.735 -1.234 0.332
C -1.921 -1.289 -1.074